[1]
C5H22BF4O6 | ωB97M-V with the def2-TZVPD basis set

The value obtained for the highest occupied orbital energy is -5.980 eV. Its HOMO-LUMO gap is 9.0 eV. As for the spin multiplicity: 1. The charge is -1. The calculation puts the strongest force on any atom at 5.2 eV/A. The LUMO energy comes out at 3.0405 eV.

Each line ends with the Mulliken charge.
Atoms and positions in Å:
B (-0.02, -0.17, -0.50)  0.59
F (1.26, 0.29, -0.24)  -0.61
F (0.09, -1.43, -0.97)  -0.14
F (-0.84, -0.08, 0.59)  -0.67
F (-0.69, 0.63, -1.38)  -0.52
C (1.08, 0.88, -3.37)  -0.68
O (0.46, -0.28, -3.09)  -0.62
H (1.35, 0.81, -4.42)  0.30
H (0.44, 1.72, -3.11)  0.25
H (2.02, 1.00, -2.82)  0.16
H (0.15, -0.37, -2.19)  0.77
C (2.48, 2.03, 1.05)  -0.12
O (3.89, 2.24, 0.95)  -0.56
H (2.13, 2.18, 2.07)  0.30
H (2.04, 2.79, 0.40)  0.28
H (2.13, 1.07, 0.66)  0.01
H (4.10, 3.17, 0.99)  0.29
C (-1.62, -1.03, 2.66)  -0.57
O (-2.56, -0.61, 1.62)  -0.76
H (-1.10, -1.91, 2.29)  0.15
H (-0.96, -0.22, 2.95)  0.27
H (-2.29, -1.24, 3.50)  0.38
H (-2.08, -0.27, 0.86)  0.63
C (-2.37, -1.34, -2.10)  -0.43
O (-1.88, -2.36, -1.25)  -0.69
H (-2.00, -0.38, -1.73)  -0.02
H (-1.93, -1.38, -3.09)  0.29
H (-3.45, -1.49, -2.10)  0.30
H (-0.98, -2.06, -1.13)  0.53
C (1.15, -0.76, 2.06)  -0.87
O (1.47, -0.99, 3.42)  -0.58
H (0.62, 0.16, 1.85)  0.06
H (2.14, -0.81, 1.60)  0.45
H (0.65, -1.59, 1.56)  0.51
H (1.50, -1.91, 3.69)  0.32
O (-2.37, 1.44, -0.20)  -0.82
H (-1.64, 0.87, 0.07)  0.53
H (-2.38, 1.37, -1.16)  0.30

---

[2]
C5H22N2O4 | ωB97M-V with the def2-TZVPD basis set

The value obtained for the highest occupied orbital energy is -9.030 eV. Its SMILES is CC(C)[C@@H](N)CN.O.O.O.O. Its HOMO-LUMO gap is 9.5 eV. For the energy above the lowest of the compared OMol25 structures with the same formula, charge and spin, the calculation gives 43.45 kcal per mole. As for the spin multiplicity: 1. The calculation puts the strongest force on any atom at 2.3 eV/A. The LUMO energy comes out at 0.4914 eV.

Each line ends with the Mulliken charge.
Atoms and positions in Å:
C (0.06, 0.86, -2.89)  -1.71
C (-0.17, 0.94, -1.38)  1.04
C (0.92, 1.80, -0.74)  -1.56
C (-0.32, -0.47, -0.78)  -1.02
N (-1.48, -1.17, -1.32)  -0.47
C (1.02, -1.33, -1.06)  -0.81
N (1.87, -1.37, 0.12)  -0.47
H (-0.18, 1.77, -3.46)  0.37
H (1.14, 0.78, -3.08)  0.41
H (-0.30, -0.10, -3.28)  0.35
H (-1.14, 1.45, -1.33)  0.56
H (0.81, 1.89, 0.36)  0.37
H (1.87, 1.25, -0.74)  0.26
H (1.08, 2.70, -1.39)  0.43
H (-0.40, -0.40, 0.28)  0.59
H (-2.25, -1.16, -0.66)  0.28
H (-1.30, -2.09, -1.67)  0.25
H (0.66, -2.36, -1.25)  0.34
H (1.43, -0.80, -1.92)  0.34
H (2.82, -1.06, 0.09)  0.25
H (1.45, -0.85, 0.90)  0.29
O (1.52, -2.61, 2.64)  -0.68
H (1.74, -2.82, 1.72)  0.33
H (2.36, -2.61, 3.11)  0.28
O (-2.16, 1.25, 0.91)  -0.66
H (-1.90, 1.15, 1.83)  0.35
H (-1.72, 0.52, 0.46)  0.28
O (-0.72, -1.55, 1.96)  -0.60
H (-0.02, -1.58, 2.65)  0.34
H (-0.46, -2.41, 1.60)  0.30
O (-0.54, 3.65, 1.16)  -0.62
H (-0.89, 4.43, 1.59)  0.29
H (-1.28, 3.23, 0.68)  0.31

---

[3]
C5H22NO6 | ωB97M-V with the def2-TZVPD basis set

The value obtained for the highest occupied orbital energy is -13.104 eV. Its HOMO-LUMO gap is 10.4 eV. For the energy above the lowest of the compared OMol25 structures with the same formula, charge and spin, the calculation gives 5.00 kcal per mole. As for the spin multiplicity: 1. The charge is +1. The calculation puts the strongest force on any atom at 2.7 eV/A. The LUMO energy comes out at -2.6992 eV.

Each line ends with the Mulliken charge.
Atoms and positions in Å:
C (1.04, 1.84, -1.65)  -0.48
O (-0.39, 1.84, -1.89)  -0.62
C (1.23, 1.69, -0.14)  -0.70
C (1.39, 0.21, 0.28)  0.45
C (1.06, 0.03, 1.73)  0.40
C (1.64, 0.67, 2.75)  -1.26
N (-0.01, -0.95, 1.98)  -0.01
H (1.37, 0.95, -2.20)  0.28
H (1.45, 2.76, -2.07)  0.42
H (-0.63, 2.30, -2.71)  0.24
H (0.35, 2.14, 0.41)  0.40
H (2.12, 2.27, 0.16)  0.39
H (0.80, -0.45, -0.36)  -0.48
H (2.48, -0.14, 0.13)  0.32
H (2.40, 1.46, 2.57)  0.23
H (1.41, 0.56, 3.75)  0.36
H (-0.96, -0.69, 1.47)  0.26
H (-0.28, -1.03, 2.97)  0.45
H (0.28, -1.93, 1.61)  0.40
H (-2.16, -0.67, -2.55)  0.27
H (-1.05, 0.29, -1.96)  0.42
O (-1.44, -0.62, -1.87)  -0.81
H (-2.01, -0.56, -0.20)  0.42
H (-2.30, 0.69, 0.68)  0.46
O (-2.22, -0.31, 0.70)  -0.80
H (0.67, -3.09, -0.11)  0.39
H (0.52, -4.20, 0.95)  0.30
O (0.74, -3.30, 0.82)  -0.67
H (-1.40, 2.29, -0.54)  0.41
H (-2.68, 2.91, 0.14)  0.30
O (-1.94, 2.30, 0.26)  -0.73
H (-0.23, -1.88, -1.84)  0.36
H (0.38, -3.09, -2.44)  0.32
O (0.43, -2.52, -1.70)  -0.67

---

[4]
C5H23N2O6 | ωB97M-V with the def2-TZVPD basis set

The value obtained for the highest occupied orbital energy is -13.240 eV. Its HOMO-LUMO gap is 10.6 eV. For the energy above the lowest of the compared OMol25 structures with the same formula, charge and spin, the calculation gives 96.26 kcal per mole. As for the spin multiplicity: 1. The charge is +1. The calculation puts the strongest force on any atom at 7.2 eV/A. The LUMO energy comes out at -2.6854 eV.

Each line ends with the Mulliken charge.
Atoms and positions in Å:
O (2.23, -0.90, -1.24)  -0.68
C (1.99, -0.29, -0.20)  0.27
N (2.91, 0.01, 0.73)  -0.14
C (2.49, 0.99, 1.82)  -0.32
C (2.03, 0.13, 3.00)  -1.11
C (0.48, 0.10, 0.02)  -0.53
N (-0.29, -1.11, -0.54)  -0.03
C (-1.65, -1.22, 0.20)  -0.90
H (3.91, -0.34, 0.73)  0.29
H (3.39, 1.55, 1.97)  0.38
H (1.63, 1.56, 1.40)  0.19
H (1.19, -0.40, 2.80)  0.32
H (1.77, 0.75, 3.87)  0.34
H (2.75, -0.51, 3.35)  0.41
H (0.07, 0.38, 1.10)  0.35
H (0.28, 1.02, -0.44)  0.29
H (-0.44, -0.85, -1.55)  0.41
H (0.40, -2.02, -0.57)  0.43
H (-2.46, -0.94, -0.42)  0.39
H (-1.73, -0.50, 1.07)  0.32
H (-1.74, -2.33, 0.36)  0.27
H (0.19, 3.81, -1.17)  0.29
H (-1.19, 4.06, -0.45)  0.25
O (-0.56, 3.49, -0.65)  -0.53
H (-4.12, 0.48, 1.03)  0.39
H (-4.44, -0.49, 2.08)  0.29
O (-4.08, -0.56, 1.19)  -0.69
H (-0.53, 0.66, -4.07)  0.28
H (0.20, 1.19, -2.87)  0.26
O (-0.40, 0.47, -3.17)  -0.58
H (-2.86, 1.87, 0.87)  0.36
H (-3.20, 1.38, -0.47)  0.35
O (-3.66, 1.74, 0.33)  -0.69
H (0.85, -4.27, -0.47)  0.35
H (1.58, -3.23, -1.53)  0.37
O (0.74, -3.41, -1.08)  -0.68

---

The highest strongest force on any atom belongs to which entry?
C5H23N2O6

---

Among the records above, which one has the highest LUMO energy?
C5H22BF4O6

---

Which value of strongest force on any atom does entry 3 give?
2.7 eV/A

---

highest occupied orbital energy of number 3 (C5H22NO6)?
-13.104 eV